[1]
{
  "formula": "C16H19BrCl3N2O6Ta",
  "method": "ωB97M-V/def2-TZVPD",
  "lumo_energy_ha": -0.5528,
  "e_above_lowest_kcal_mol": 0.0,
  "orbital_gap_ev": 6.94,
  "charge": 4,
  "e_tot_ha": -5192.08671,
  "e_homo_ev": -21.98,
  "symbols": ["Ta", "C", "C", "O", "C", "C", "O", "C", "C", "O", "C", "C", "O", "H", "H", "H", "H", "H", "H", "H", "H", "H", "H", "H", "H", "H", "H", "H", "H", "Br", "C", "C", "C", "C", "C", "N", "C", "O", "O", "H", "H", "H", "Cl", "C", "Cl", "Cl", "C", "N"],
  "positions_angstrom": [[0.157, 0.166, 0.501], [-0.424, 2.569, -1.504], [-1.176, 2.973, -0.253], [-1.217, 1.828, 0.697], [-1.316, 2.282, 2.109], [0.071, 2.717, 2.524], [0.938, 1.688, 1.983], [2.374, 1.887, 2.119], [2.981, 0.639, 1.541], [2.247, 0.388, 0.265], [2.889, 0.894, -0.964], [1.825, 1.548, -1.859], [0.593, 1.611, -1.075], [0.063, 3.445, -1.932], [-1.045, 2.104, -2.263], [-2.206, 3.252, -0.473], [-0.673, 3.790, 0.259], [-1.679, 1.421, 2.669], [-2.052, 3.082, 2.171], [0.155, 2.743, 3.612], [0.370, 3.685, 2.122], [2.640, 1.987, 3.174], [2.654, 2.796, 1.581], [2.807, -0.247, 2.147], [4.044, 0.734, 1.328], [3.371, 0.047, -1.448], [3.646, 1.612, -0.655], [1.631, 0.976, -2.765], [2.112, 2.563, -2.129], [-2.324, -0.246, -1.681], [-2.767, -0.979, -0.011], [-3.979, -1.597, 0.262], [-4.138, -2.182, 1.510], [-3.076, -2.169, 2.431], [-1.920, -1.531, 2.059], [-1.770, -0.907, 0.862], [-0.688, -1.527, 2.878], [-0.391, -1.943, 3.913], [0.325, -0.809, 2.016], [-4.765, -1.630, -0.482], [-5.072, -2.672, 1.763], [-3.150, -2.658, 3.396], [3.159, -3.528, -2.205], [1.413, -3.636, -2.073], [0.602, -3.530, -3.627], [0.883, -5.008, -1.117], [0.984, -2.434, -1.324], [0.639, -1.496, -0.748]],
  "lowdin_charge": [2.021, -0.099, -0.042, -0.318, -0.047, -0.067, -0.274, -0.056, -0.038, -0.322, -0.031, -0.044, -0.325, 0.167, 0.099, 0.171, 0.146, 0.143, 0.173, 0.175, 0.154, 0.176, 0.162, 0.148, 0.169, 0.150, 0.155, 0.155, 0.160, 1.041, -0.646, 0.011, 0.088, 0.110, -0.159, -0.090, -0.302, 0.334, -0.219, 0.149, 0.161, 0.167, 0.750, -1.634, 0.749, 0.759, -0.230, 0.101]
}

[2]
{
  "formula": "C3H3O3S",
  "method": "ωB97M-V/def2-TZVPD",
  "lumo_energy_ha": 0.1293,
  "e_above_lowest_kcal_mol": 98.6,
  "orbital_gap_ev": 6.05,
  "charge": -1,
  "e_tot_ha": -739.91810,
  "e_homo_ev": -2.53,
  "symbols": ["C", "C", "C", "O", "O", "O", "S", "H", "H", "H"],
  "positions_angstrom": [[1.880, -0.356, -0.136], [3.071, -0.821, 0.186], [-0.991, 0.374, 0.078], [-1.242, -2.147, 0.665], [4.227, -1.172, 0.035], [1.136, 0.627, 0.076], [-1.279, -1.184, -0.456], [1.266, -1.209, -0.561], [-0.811, 0.715, 1.187], [-0.959, 1.111, -0.573]],
  "lowdin_charge": [-0.436, -0.204, -0.312, -0.679, -0.028, -0.218, 0.738, 0.081, 0.103, -0.045]
}

[3]
{
  "formula": "C36H70INO16S4",
  "method": "ωB97M-V/def2-TZVPD",
  "lumo_energy_ha": 0.0036,
  "orbital_gap_ev": 8.32,
  "smiles": "CCCC[C@@](I)(Cc1cccc(C)c1)O[C@@H](C)[C@H](CC=O)NCCCC(=O)OCC.CCOS(C)(=O)=O.CCOS(C)(=O)=O.CCOS(C)(=O)=O.CCOS(C)(=O)=O",
  "charge": 0,
  "e_tot_ha": -4562.00514,
  "e_homo_ev": -8.22,
  "symbols": ["C", "C", "C", "C", "C", "I", "C", "C", "C", "C", "C", "C", "C", "C", "O", "C", "C", "C", "C", "C", "O", "N", "C", "C", "C", "C", "O", "O", "C", "C", "H", "H", "H", "H", "H", "H", "H", "H", "H", "H", "H", "H", "H", "H", "H", "H", "H", "H", "H", "H", "H", "H", "H", "H", "H", "H", "H", "H", "H", "H", "H", "H", "H", "H", "H", "H", "H", "H", "C", "C", "O", "S", "C", "O", "O", "H", "H", "H", "H", "H", "H", "H", "H", "C", "C", "O", "S", "C", "O", "O", "H", "H", "H", "H", "H", "H", "H", "H", "C", "C", "O", "S", "C", "O", "O", "H", "H", "H", "H", "H", "H", "H", "H", "C", "C", "O", "S", "C", "O", "O", "H", "H", "H", "H", "H", "H", "H", "H"],
  "positions_angstrom": [[5.944, -0.452, -0.215], [4.782, 0.486, -0.889], [3.549, -0.390, -1.603], [2.216, 0.547, -1.481], [1.080, 0.271, -2.682], [2.013, 0.920, -4.538], [0.749, -1.342, -2.581], [1.286, -2.238, -3.843], [0.270, -2.624, -5.114], [0.751, -3.578, -6.395], [2.290, -4.173, -6.510], [3.306, -3.810, -5.272], [4.874, -4.385, -5.298], [2.819, -2.880, -3.978], [-0.106, 0.987, -2.236], [-0.962, 1.509, -3.289], [-1.598, 0.379, -4.318], [-2.303, 2.125, -2.494], [-1.856, 3.344, -1.451], [-1.450, 4.683, -2.365], [-1.148, 5.842, -1.730], [-2.975, 1.034, -1.633], [-4.357, 1.467, -1.184], [-5.590, 0.709, -2.011], [-5.650, -0.848, -1.451], [-6.998, -1.023, -0.516], [-7.489, -0.039, 0.279], [-7.705, -2.321, -0.613], [-8.447, -2.210, -1.907], [-9.982, -2.809, -1.717], [6.998, -0.122, -0.667], [5.994, -0.160, 0.937], [5.744, -1.603, -0.292], [5.270, 1.118, -1.770], [4.326, 1.268, -0.126], [3.921, -0.609, -2.690], [3.469, -1.375, -0.942], [1.660, 0.244, -0.472], [2.479, 1.694, -1.372], [-0.420, -1.458, -2.547], [1.151, -1.843, -1.582], [-0.866, -2.272, -5.157], [0.007, -3.878, -7.281], [2.693, -4.852, -7.375], [5.445, -4.171, -4.292], [4.942, -5.503, -5.659], [5.446, -3.747, -6.129], [3.620, -2.719, -3.141], [-0.530, 2.464, -3.863], [-2.561, 0.893, -4.801], [-0.880, 0.165, -5.241], [-1.986, -0.589, -3.788], [-3.117, 2.468, -3.264], [-0.970, 3.001, -0.743], [-2.737, 3.701, -0.758], [-1.451, 4.609, -3.549], [-2.356, 0.930, -0.774], [-4.441, 1.194, -0.027], [-4.561, 2.622, -1.299], [-6.589, 1.296, -1.777], [-5.298, 0.783, -3.147], [-4.664, -1.042, -0.821], [-5.643, -1.549, -2.402], [-7.883, -2.860, -2.717], [-8.480, -1.074, -2.259], [-10.541, -2.634, -2.745], [-10.550, -2.263, -0.835], [-9.947, -3.969, -1.490], [2.685, 2.186, 5.170], [2.326, 0.712, 5.238], [1.028, 0.466, 4.716], [0.812, 0.529, 3.101], [-0.825, -0.153, 3.056], [1.721, -0.402, 2.468], [0.730, 1.918, 2.696], [2.768, 2.525, 4.133], [3.643, 2.377, 5.660], [1.911, 2.794, 5.648], [3.073, 0.099, 4.722], [2.318, 0.397, 6.287], [-0.789, -1.189, 3.390], [-1.178, -0.102, 2.023], [-1.475, 0.445, 3.698], [9.154, 4.707, -4.291], [8.199, 5.691, -3.641], [6.891, 5.590, -4.186], [5.975, 4.304, -3.778], [4.442, 4.883, -4.460], [5.852, 4.252, -2.338], [6.407, 3.160, -4.555], [8.872, 3.674, -4.065], [10.176, 4.859, -3.933], [9.137, 4.815, -5.380], [8.175, 5.561, -2.553], [8.552, 6.710, -3.836], [4.118, 5.765, -3.910], [3.707, 4.081, -4.353], [4.589, 5.110, -5.518], [4.185, 4.356, 11.022], [3.826, 2.882, 11.090], [2.528, 2.636, 10.568], [2.312, 2.699, 8.953], [0.675, 2.017, 8.908], [3.221, 1.768, 8.320], [2.230, 4.088, 8.548], [4.268, 4.695, 9.985], [5.143, 4.547, 11.512], [3.411, 4.964, 11.500], [4.573, 2.269, 10.574], [3.818, 2.567, 12.139], [0.711, 0.981, 9.242], [0.322, 2.068, 7.875], [0.025, 2.615, 9.550], [-7.515, -4.566, 1.942], [-7.303, -5.523, 0.782], [-6.221, -6.411, 1.027], [-6.436, -7.623, 2.096], [-4.947, -8.520, 1.735], [-7.570, -8.420, 1.682], [-6.322, -7.087, 3.437], [-7.833, -5.101, 2.842], [-8.284, -3.828, 1.703], [-6.584, -4.046, 2.188], [-8.218, -6.081, 0.557], [-7.049, -4.945, -0.114], [-4.999, -8.903, 0.717], [-4.877, -9.347, 2.446], [-4.093, -7.852, 1.861]],
  "lowdin_charge": [-0.147, -0.248, -0.234, -0.212, -0.741, 0.962, -0.146, -0.175, -0.039, -0.067, -0.048, -0.174, -0.128, 0.006, -0.207, -0.334, -0.091, -0.271, -0.093, -0.111, -0.100, -0.065, -0.243, -0.165, -0.096, -0.260, -0.019, -0.151, -0.225, -0.092, 0.082, 0.078, 0.070, 0.109, 0.113, 0.073, 0.117, 0.127, 0.126, 0.113, 0.134, 0.074, 0.084, 0.086, 0.076, 0.079, 0.086, 0.071, 0.123, 0.092, 0.056, 0.078, 0.149, 0.141, 0.119, 0.131, 0.111, 0.138, 0.113, 0.121, 0.111, 0.130, 0.122, 0.131, 0.142, 0.088, 0.096, 0.085, -0.076, -0.273, -0.268, 0.614, -0.120, -0.293, -0.291, 0.072, 0.082, 0.080, 0.120, 0.109, 0.075, 0.068, 0.076, -0.079, -0.277, -0.267, 0.613, -0.119, -0.288, -0.295, 0.069, 0.080, 0.086, 0.117, 0.124, 0.076, 0.048, 0.077, -0.078, -0.277, -0.265, 0.621, -0.115, -0.290, -0.285, 0.070, 0.081, 0.086, 0.117, 0.124, 0.076, 0.073, 0.078, -0.075, -0.278, -0.267, 0.625, -0.126, -0.286, -0.291, 0.070, 0.075, 0.088, 0.117, 0.112, 0.073, 0.078, 0.075]
}

Repeat the second record exactly.
{
  "formula": "C3H3O3S",
  "method": "ωB97M-V/def2-TZVPD",
  "lumo_energy_ha": 0.1293,
  "e_above_lowest_kcal_mol": 98.6,
  "orbital_gap_ev": 6.05,
  "charge": -1,
  "e_tot_ha": -739.91810,
  "e_homo_ev": -2.53,
  "symbols": ["C", "C", "C", "O", "O", "O", "S", "H", "H", "H"],
  "positions_angstrom": [[1.880, -0.356, -0.136], [3.071, -0.821, 0.186], [-0.991, 0.374, 0.078], [-1.242, -2.147, 0.665], [4.227, -1.172, 0.035], [1.136, 0.627, 0.076], [-1.279, -1.184, -0.456], [1.266, -1.209, -0.561], [-0.811, 0.715, 1.187], [-0.959, 1.111, -0.573]],
  "lowdin_charge": [-0.436, -0.204, -0.312, -0.679, -0.028, -0.218, 0.738, 0.081, 0.103, -0.045]
}